Entry 1:
{
  "formula": "C4H7NO",
  "method": "ωB97M-V/def2-TZVPD",
  "elements": ["H", "H", "H", "N", "H", "H", "H", "C", "C", "C", "H", "C", "O"],
  "xyz": [[2.091, -1.191, 0.714], [-1.369, 1.678, 0.180], [2.944, 0.474, 0.160], [2.193, -0.139, 0.485], [-0.092, -1.380, 1.452], [-2.210, -0.545, 0.340], [-1.412, -1.066, -1.149], [-1.282, -0.469, -0.235], [-0.956, 0.994, -0.570], [0.903, 0.066, 0.201], [-1.262, 1.312, -1.567], [-0.044, -0.853, 0.509], [0.497, 1.120, -0.518]],
  "atomic_forces_ev_per_a": [[2.31, 2.47, -0.52], [0.09, -0.08, -0.10], [-0.38, -1.01, 0.38], [0.02, -1.74, 0.70], [0.43, -0.41, -0.30], [0.13, 0.07, -0.05], [-0.06, 0.10, 0.08], [-0.38, 0.37, -0.29], [-0.32, 0.23, -0.18], [-1.09, -0.34, 0.01], [0.03, 0.00, 0.11], [-0.81, 0.47, 0.56], [0.02, -0.12, -0.40]],
  "lowdin_charge": [0.156, 0.122, 0.118, 0.128, 0.096, 0.107, 0.101, -0.190, -0.140, -0.509, 0.117, -0.102, -0.003],
  "e_above_lowest_kj_mol": 214.5,
  "gap_ev": 8.34,
  "max_force_ev_per_a": 3.42,
  "charge": 0,
  "e_homo_ev": -7.30,
  "smiles": "NC1=CCCO1"
}


Entry 2:
{
  "formula": "C10H13F6NO4S2Zn",
  "method": "ωB97M-V/def2-TZVPD",
  "elements": ["C", "O", "H", "C", "C", "O", "H", "Zn", "C", "C", "H", "F", "H", "C", "H", "C", "F", "N", "H", "O", "F", "S", "F", "C", "H", "S", "O", "F", "H", "H", "C", "H", "F", "H", "H", "H", "C"],
  "xyz": [[1.320, -0.460, -1.745], [-1.827, 1.031, 1.563], [0.593, 2.890, -1.153], [-1.104, 1.691, -1.729], [1.464, -2.212, 3.423], [1.377, -1.196, 1.019], [-1.789, 2.136, -2.477], [1.236, 0.489, -0.227], [1.393, 0.977, -1.963], [-0.968, 0.273, -1.995], [0.466, 2.729, -2.930], [1.844, -3.447, 3.025], [0.499, -1.651, -3.353], [-1.003, -1.981, -1.782], [2.373, 1.332, -2.300], [-2.072, -0.830, -2.033], [-1.104, 2.044, 4.529], [0.038, -0.123, 2.896], [-0.961, -2.171, -0.693], [-0.730, -2.300, 1.823], [-0.816, 3.596, 2.990], [0.402, -1.463, 2.113], [0.921, 2.528, 3.807], [0.469, -1.650, -2.254], [-1.491, 1.980, -0.733], [-0.498, 1.134, 2.112], [0.566, 1.645, 1.162], [2.562, -1.441, 3.590], [-1.335, -2.917, -2.250], [-2.822, -1.036, -2.790], [-0.376, 2.403, 3.453], [2.344, -0.856, -1.664], [0.798, -2.297, 4.591], [-0.535, 0.208, -3.013], [1.048, -2.523, -1.947], [-2.650, -0.712, -1.103], [0.371, 2.179, -1.965]],
  "atomic_forces_ev_per_a": [[-0.22, -2.86, -3.52], [1.10, 0.47, 0.63], [0.39, -0.04, -0.45], [0.46, 1.39, 0.35], [0.61, -0.44, 0.73], [-0.87, -0.51, 1.28], [0.18, -0.01, 0.25], [-0.63, 0.42, 6.47], [1.54, 2.81, -3.33], [-4.05, -0.77, -3.38], [-0.10, -0.43, 0.62], [-0.36, 1.09, 0.37], [0.01, 0.05, 0.00], [-0.23, 0.05, 0.23], [-0.14, -0.10, 0.05], [2.57, 0.16, 3.31], [0.65, 0.30, -1.10], [-0.30, 0.28, -0.48], [-0.02, 0.09, -0.48], [1.12, 0.32, 0.22], [0.33, -1.23, 0.33], [-0.20, 0.62, -0.49], [-1.21, -0.12, -0.25], [-0.28, -0.74, -0.21], [0.21, -0.28, -0.42], [0.50, -0.84, -0.77], [-1.27, -0.06, 0.98], [-0.96, -0.75, -0.09], [0.31, 0.05, 0.01], [0.58, 0.54, -0.87], [0.14, 0.86, 0.90], [-0.03, 0.15, -0.01], [0.59, 0.00, -1.05], [0.17, 0.00, 0.73], [0.01, -0.13, -0.09], [-0.05, -0.24, -0.18], [-0.55, -0.12, -0.29]],
  "lowdin_charge": [-0.342, -0.240, 0.091, -0.204, -0.622, -0.330, 0.127, 0.811, -0.288, -0.186, 0.120, 0.136, 0.114, -0.173, 0.098, -0.124, 0.145, -0.290, 0.083, -0.239, 0.138, 0.687, 0.137, -0.205, 0.094, 0.708, -0.352, 0.131, 0.103, 0.099, -0.613, 0.108, 0.140, 0.120, 0.103, 0.096, -0.182],
  "e_above_lowest_kj_mol": 402.0,
  "gap_ev": [6.48, 7.92],
  "max_force_ev_per_a": 6.52,
  "charge": 0,
  "e_homo_ev": [-6.54, -7.88]
}


Entry 3:
{
  "formula": "C5H29N2O8",
  "method": "ωB97M-V/def2-TZVPD",
  "elements": ["H", "H", "H", "O", "H", "H", "H", "N", "H", "C", "C", "O", "H", "H", "H", "H", "H", "O", "H", "H", "O", "H", "O", "O", "C", "H", "H", "H", "N", "H", "H", "H", "O", "H", "H", "C", "C", "O", "H", "H", "H", "H", "H", "H"],
  "xyz": [[1.538, -0.273, -3.929], [-2.118, -1.354, -0.602], [2.864, -1.740, 1.627], [-1.651, -1.505, -2.581], [-0.462, 2.275, -1.135], [-2.846, -2.759, 3.514], [-0.921, -1.405, -3.188], [0.918, -0.555, -1.952], [-1.843, 1.992, 1.741], [1.770, -0.932, -3.071], [-1.452, 1.013, 1.392], [-2.191, -1.202, 0.362], [1.587, -1.864, -3.588], [0.159, -1.804, 2.852], [0.974, 0.893, 2.320], [-1.240, 0.691, -1.199], [3.858, 3.144, -0.193], [-2.493, -2.208, 2.807], [3.858, -0.517, 1.754], [-2.392, -2.013, -2.915], [-2.697, 1.704, -2.238], [1.703, 1.263, -1.025], [0.822, -2.438, 2.544], [-1.202, 0.226, 2.578], [-0.228, 0.803, 0.564], [0.011, -0.249, 0.667], [-3.236, -1.624, 2.593], [1.930, 1.375, 1.053], [0.979, 1.384, 1.429], [1.017, 1.524, -2.572], [0.241, -2.988, 2.003], [1.193, -1.042, -1.110], [3.388, 2.905, 0.608], [0.620, 2.331, 1.507], [-2.034, -2.107, 0.663], [-0.353, 1.210, -0.868], [0.898, 0.885, -1.696], [2.959, -0.790, 1.557], [-2.407, 0.703, 0.987], [-3.275, 2.401, -2.580], [2.814, -0.676, -2.874], [3.961, 2.823, 1.374], [-1.650, -0.629, 2.680], [-3.371, 1.127, -1.862]],
  "atomic_forces_ev_per_a": [[-0.14, 0.26, 0.46], [0.10, 0.51, -0.05], [0.09, -0.27, 0.32], [-0.86, 0.06, 1.28], [-0.65, -0.13, 1.13], [0.22, -0.10, 0.14], [0.06, -0.14, -0.24], [0.31, 0.09, -0.76], [1.60, 0.31, -0.15], [0.18, 1.85, -1.08], [-1.67, -0.48, 2.33], [-0.07, -1.66, -1.09], [0.19, -0.86, 0.93], [0.42, 0.25, 0.27], [-0.23, 0.00, 0.12], [0.21, -0.06, -0.35], [0.49, 0.02, 0.26], [-0.43, 0.01, 0.16], [0.11, -0.51, 0.00], [0.29, -0.08, -0.73], [-1.15, 0.48, -0.24], [0.38, -0.47, -0.52], [-0.77, 0.05, -0.32], [0.39, 0.79, 0.87], [1.01, -0.11, 0.42], [-0.35, -0.25, -0.48], [-0.05, -0.20, -0.20], [-0.24, -0.01, -0.41], [-1.70, 0.58, -1.07], [-0.49, -0.56, -0.29], [0.36, -0.37, -0.03], [0.03, -0.09, -0.06], [-1.04, -0.41, 0.22], [0.85, 0.42, 0.65], [-0.18, 0.10, 0.40], [1.28, 1.20, -1.00], [-0.09, -0.49, 1.51], [-0.28, 1.05, -0.29], [0.56, -0.42, -0.93], [0.38, 0.17, -0.20], [0.32, -0.77, -0.09], [0.53, 0.30, -0.39], [-0.13, 0.37, -0.61], [0.18, -0.42, 0.10]],
  "lowdin_charge": [0.084, 0.038, 0.028, -0.048, 0.131, 0.085, 0.031, -0.114, 0.147, -0.127, -0.206, -0.068, 0.075, 0.017, 0.139, 0.068, 0.058, -0.041, 0.049, 0.057, -0.053, 0.099, -0.041, -0.091, -0.247, 0.124, 0.074, 0.087, 0.235, 0.125, 0.045, 0.103, -0.043, 0.155, 0.054, -0.154, -0.202, -0.049, 0.110, 0.060, 0.081, 0.054, 0.024, 0.048],
  "e_above_lowest_kj_mol": 301.9,
  "gap_ev": 9.18,
  "max_force_ev_per_a": 2.91,
  "charge": 1,
  "e_homo_ev": -11.53
}


Entry 4:
{
  "formula": "C16H14O3S",
  "method": "ωB97M-V/def2-TZVPD",
  "elements": ["C", "O", "C", "C", "H", "C", "H", "C", "C", "H", "H", "H", "H", "C", "H", "O", "O", "C", "C", "H", "C", "C", "H", "H", "C", "H", "C", "S", "H", "C", "H", "C", "C", "H"],
  "xyz": [[2.820, 2.043, 2.710], [1.614, 2.810, -1.331], [0.604, -0.794, -0.976], [-3.163, 0.322, -0.623], [-1.392, -2.142, -3.267], [2.569, 2.274, 1.382], [-2.176, 0.783, -0.575], [-0.182, -1.736, -1.635], [-2.404, -1.441, 1.329], [-3.078, -0.524, -1.305], [-0.358, -2.752, -1.315], [-2.284, -1.723, 2.375], [2.670, 3.308, 1.087], [-0.696, -1.426, -2.857], [-2.599, -2.230, 0.603], [1.169, -2.402, 0.740], [-4.858, -1.112, 0.859], [2.820, 0.777, 3.149], [0.779, 0.530, -1.524], [3.249, 2.712, 3.441], [1.462, 1.667, -0.772], [1.239, -1.238, 0.324], [-0.721, 0.095, -4.401], [3.087, 0.625, 4.184], [2.345, -0.308, 2.402], [-3.963, 0.997, -0.927], [0.322, 0.808, -2.784], [-3.713, -0.190, 1.166], [0.398, 1.695, -3.396], [1.881, -0.058, 1.082], [-1.425, -1.062, 1.037], [2.006, 1.250, 0.576], [-0.381, -0.202, -3.420], [2.361, -1.356, 2.661]],
  "atomic_forces_ev_per_a": [[1.31, 0.52, -0.34], [-0.62, -4.27, 2.58], [0.20, 0.16, 0.36], [-0.15, 0.14, 1.56], [0.13, 0.12, -0.66], [-1.11, 0.26, -0.19], [-0.14, 0.40, 0.04], [0.75, 0.02, 0.17], [1.20, 0.85, 0.14], [-0.38, -0.29, 0.46], [0.25, 0.15, 0.79], [-0.44, -0.45, -0.18], [-0.17, -0.14, -0.85], [-0.53, 0.54, -0.53], [-0.51, -0.13, 0.47], [0.37, 2.50, -0.64], [-0.41, 0.90, 0.70], [-0.96, -3.32, 1.44], [0.70, 0.20, 1.47], [-0.27, 0.87, -0.49], [1.01, 1.76, -1.94], [-0.21, 0.29, 0.23], [-0.33, -0.48, -0.23], [0.20, -0.32, 0.09], [0.03, 0.78, -1.84], [0.29, 0.07, -0.16], [-0.82, -1.27, -0.82], [0.52, -1.92, -3.07], [0.51, 0.46, 0.84], [0.30, -0.88, 1.11], [0.04, 0.44, 0.05], [-0.02, 1.67, -0.17], [-0.69, 0.28, -1.06], [-0.05, 0.09, 0.64]],
  "lowdin_charge": [-0.088, 0.050, -0.079, -0.209, 0.116, 0.008, 0.030, -0.038, -0.270, 0.041, 0.127, 0.051, 0.121, -0.072, 0.061, 0.082, -0.594, -0.084, -0.081, 0.117, -0.207, -0.260, 0.108, 0.110, 0.021, 0.037, -0.017, 0.861, 0.127, -0.065, 0.019, -0.077, -0.058, 0.115],
  "e_above_lowest_kj_mol": 166.7,
  "gap_ev": 7.56,
  "max_force_ev_per_a": 5.02,
  "charge": 0,
  "e_homo_ev": -9.10
}


Entry 5:
{
  "formula": "C22H24N4OS",
  "method": "ωB97M-V/def2-TZVPD",
  "elements": ["H", "C", "C", "C", "H", "H", "H", "H", "C", "H", "C", "H", "H", "N", "C", "H", "C", "H", "N", "H", "H", "C", "C", "S", "O", "C", "C", "C", "H", "C", "H", "H", "C", "H", "H", "H", "C", "H", "C", "C", "H", "H", "C", "C", "H", "N", "N", "H", "C", "C", "C", "H"],
  "xyz": [[1.044, 0.231, 1.675], [3.623, 1.624, -0.293], [0.098, -0.123, -1.383], [2.541, -1.637, 2.339], [4.852, -1.223, 0.889], [2.206, -1.079, 3.416], [-1.205, 4.310, 0.263], [-3.533, -1.975, 1.616], [4.575, 0.551, -0.044], [1.805, 0.471, -2.540], [-0.849, 3.287, -0.287], [3.263, -1.526, -2.392], [3.495, -2.352, 2.577], [-0.724, 1.013, -1.252], [5.802, 0.618, -0.645], [-4.128, -2.377, -0.429], [0.411, -2.701, -0.653], [-0.350, 3.785, -1.377], [-1.746, -1.409, -0.166], [-5.615, -0.916, 2.038], [-4.776, 1.413, 1.014], [-2.366, -0.317, -0.300], [-5.969, -0.147, 0.069], [-2.480, 2.590, -0.461], [-0.450, 2.062, 1.690], [1.996, 0.278, 1.128], [2.289, 1.449, 0.359], [-4.133, -1.433, 0.582], [6.534, 1.047, -0.099], [1.306, -0.234, -1.866], [-4.737, 1.143, -0.962], [-6.290, -0.719, -0.950], [4.045, -0.601, 1.009], [-6.370, -2.054, 1.017], [1.629, 2.807, -0.769], [-0.042, -3.514, -0.097], [-4.743, 0.603, -0.182], [3.691, 2.426, -1.068], [0.011, 2.570, 0.407], [-5.630, -1.384, 0.996], [-6.751, 0.328, 0.584], [5.583, 1.336, -1.550], [-1.828, 0.922, -0.952], [2.863, -0.622, 1.555], [2.168, -3.342, -1.197], [1.299, 2.538, 0.078], [-3.661, -0.260, -0.010], [6.089, -0.326, -1.095], [2.125, -1.249, -2.169], [-0.374, -1.214, -0.803], [1.732, -2.504, -1.226], [1.677, -2.162, 1.916]],
  "atomic_forces_ev_per_a": [[-0.04, 0.46, -0.76], [-1.60, -2.78, 1.63], [-4.65, 0.17, 2.54], [-1.08, -5.42, 8.18], [1.28, -2.50, 1.21], [0.63, -2.09, -2.47], [1.21, -2.29, -0.86], [-1.08, 1.98, -3.60], [-9.31, 0.60, 4.68], [-1.03, 1.89, 0.61], [-4.91, 8.91, -6.14], [-2.72, 2.10, -0.35], [-2.67, 1.53, -0.51], [11.74, -0.08, -5.34], [0.75, 0.08, -5.97], [0.47, 2.34, 3.12], [2.27, 7.70, -2.77], [-1.51, -1.76, 2.95], [4.97, 0.50, -1.69], [-0.10, -0.68, -0.93], [0.33, -1.53, -3.59], [-1.71, 2.82, -2.25], [-1.72, -4.77, -2.44], [-0.50, -0.74, -0.44], [2.76, 2.15, -7.06], [-3.82, 6.06, -0.50], [0.91, -0.75, 0.73], [-0.59, -8.75, 0.97], [2.65, 1.14, 1.89], [7.13, 2.47, -6.33], [0.18, 4.23, -5.58], [0.18, 1.69, 2.00], [5.62, 5.63, -6.26], [-1.96, -3.41, -0.59], [-0.05, 1.92, -3.29], [0.16, 0.18, -0.12], [-0.13, 0.66, 9.88], [0.50, -0.68, 0.84], [2.52, -5.61, 11.62], [4.41, 7.54, 0.88], [-1.17, 1.25, -0.34], [1.12, -1.25, 1.34], [-9.53, 0.14, 5.08], [3.06, 2.29, -3.82], [4.66, -6.05, -0.12], [1.75, -3.81, 2.82], [-1.07, -1.89, 1.79], [0.52, -0.23, 0.10], [1.03, -7.49, 5.83], [-2.72, -8.98, 3.91], [-7.24, 5.50, -1.06], [0.12, -0.38, 0.57]],
  "lowdin_charge": [0.128, 0.023, -0.262, -0.073, 0.075, 0.176, 0.150, 0.192, -0.220, 0.126, -0.504, 0.149, 0.150, 0.094, -0.106, 0.195, 0.077, 0.178, 0.181, 0.122, 0.212, -0.333, -0.209, 0.976, -0.121, -0.013, -0.110, -0.214, 0.053, -0.160, 0.026, 0.164, 0.064, 0.056, 0.077, 0.081, -0.227, 0.114, -0.512, -0.159, 0.085, 0.129, -0.438, -0.519, -0.013, 0.155, -0.096, 0.093, -0.016, -0.042, -0.035, 0.082],
  "e_above_lowest_kj_mol": 1769.3,
  "gap_ev": 7.99,
  "max_force_ev_per_a": 13.15,
  "charge": 0,
  "e_homo_ev": -7.89
}


Entry 6:
{
  "formula": "C3H7N5",
  "method": "ωB97M-V/def2-TZVPD",
  "elements": ["N", "H", "H", "N", "N", "N", "H", "C", "C", "H", "H", "H", "H", "C", "N"],
  "xyz": [[2.398, 1.807, 0.005], [1.130, -2.093, -0.022], [2.372, -1.361, 0.774], [0.898, -0.156, 0.076], [-0.486, -0.274, -0.010], [-0.484, 1.967, 0.017], [2.543, -1.219, -0.986], [-2.489, 0.549, 0.004], [1.413, 1.040, -0.043], [-2.873, 0.199, -0.977], [-2.780, -0.051, 0.780], [-2.976, 1.560, 0.051], [2.406, 2.770, -0.328], [1.809, -1.239, -0.044], [-1.051, 0.879, -0.029]],
  "atomic_forces_ev_per_a": [[-0.70, -2.01, -0.14], [0.40, -0.42, -0.65], [2.28, 0.07, 3.19], [0.70, 2.76, -0.45], [1.01, -3.41, 0.11], [2.15, -0.05, -0.35], [-1.99, 0.10, 1.82], [-1.63, 4.52, -3.16], [-1.55, 4.98, 0.42], [0.81, -0.30, 0.62], [-0.22, -1.47, 1.87], [0.25, -0.91, 0.46], [-0.39, -0.64, 0.14], [-1.25, -1.71, -4.29], [0.13, -1.51, 0.42]],
  "lowdin_charge": [0.128, 0.090, 0.037, -0.153, 0.029, 0.132, 0.148, -0.023, -0.233, 0.096, 0.047, 0.097, 0.069, -0.038, -0.427],
  "e_above_lowest_kj_mol": 581.0,
  "gap_ev": 8.71,
  "max_force_ev_per_a": 5.74,
  "charge": 0,
  "e_homo_ev": -7.80
}